Entry 1:
Below is a molecular structure, C3H7NO3S in a non-equilibrium geometry, with properties calculated with the ωB97M-V functional and the def2-TZVPD basis.

Electronic energy = -21688.6659 eV
LUMO level = 0.260 eV
Kohn-Sham gap = 9.71 eV
2S+1 = 1
Energy above the lowest of the compared OMol25 structures with the same formula, charge and spin = 319.14 kJ/mol
E_HOMO = -9.45 eV

The geometry in XYZ format:
```
15
C3H7NO3S (the ωB97M-V functional and the def2-TZVPD basis)
C 0.95994 1.45196 0.69272
C 0.94993 0.29864 -0.28304
C 0.40454 -1.04498 0.16637
H -0.34422 2.49756 -0.95502
H 0.83954 1.35687 1.90319
H 1.88527 1.99456 0.30193
H 0.26782 0.72604 -1.01005
H 2.45334 -0.85449 -0.34950
H -1.26049 -2.24158 0.43626
H -1.84735 1.01509 0.55972
N -0.88993 -1.36180 0.14965
O -0.38058 2.40343 0.25939
O 2.21912 0.02596 -0.87340
O 1.10493 -2.00087 0.53740
S -2.07491 -0.16396 -0.29859
```

***

Entry 2:
Below is 2 unconnected molecules or ions with the total composition C3H7NO3S in a non-equilibrium geometry, with properties calculated with the ωB97M-V functional and the def2-TZVPD basis.

Electronic energy = -21688.1721 eV
LUMO level = 0.474 eV
Kohn-Sham gap = 10.12 eV
2S+1 = 1
Energy above the lowest of the compared OMol25 structures with the same formula, charge and spin = 366.78 kJ/mol
E_HOMO = -9.64 eV

The geometry in XYZ format:
```
15
C3H7NO3S (the ωB97M-V functional and the def2-TZVPD basis)
C 0.39233 -1.21582 1.12515
C -0.86654 -0.45101 1.43727
C -0.26121 -0.01568 -0.89601
N -0.57290 -0.95296 0.05819
O 0.14345 2.36095 0.43313
O 0.06914 2.20264 -2.11601
O 2.04392 1.44300 -0.94887
S 0.64667 1.58418 -0.67809
H 1.32199 -0.68139 1.14682
H 0.31468 -2.18259 1.61589
H -1.42245 -1.20258 1.85033
H -1.10066 0.60204 1.65430
H 0.27495 -0.72890 -2.06891
H -1.12437 0.37461 -1.54880
H 0.77657 2.35944 -2.71833
```

***

Entry 3:
Below is 2 unconnected molecules or ions with the total composition C3H7NO4 in a non-equilibrium geometry, with properties calculated with the ωB97M-V functional and the def2-TZVPD basis.

Electronic energy = -12903.8684 eV
LUMO level = 0.296 eV
Kohn-Sham gap = 10.61 eV
2S+1 = 1
SMILES = CC(=O)NC(=O)O.O
Energy above the lowest of the compared OMol25 structures with the same formula, charge and spin = 204.37 kJ/mol
E_HOMO = -10.31 eV

The geometry in XYZ format:
```
15
C3H7NO4 (the ωB97M-V functional and the def2-TZVPD basis)
O 2.66189 1.48993 0.19434
C 1.51785 1.66322 -0.07562
N 0.81285 0.49298 0.00981
C -0.46823 0.20731 -0.43790
O -0.75330 -1.13118 -0.52563
O -1.15935 1.02466 -0.91141
C 1.02798 3.01880 -0.45394
H 1.47572 -0.39330 0.16543
H -1.70382 -1.22365 -0.47950
H 0.56398 3.66284 0.31255
H 1.67202 3.72342 -0.94444
H 0.27302 2.88879 -1.49092
H -2.56088 -4.60987 1.68053
H -1.30640 -5.41071 1.77027
O -2.05333 -5.40323 1.18641
```

***

Entry 4:
Below is a molecular structure, C3H7NO4S2 in a non-equilibrium geometry, with properties calculated with the ωB97M-V functional and the def2-TZVPD basis.

Electronic energy = -34572.2220 eV
LUMO level = 0.657 eV
Kohn-Sham gap = 9.45 eV
2S+1 = 1
Energy above the lowest of the compared OMol25 structures with the same formula, charge and spin = 110.24 kJ/mol
E_HOMO = -8.79 eV

The geometry in XYZ format:
```
17
C3H7NO4S2 (the ωB97M-V functional and the def2-TZVPD basis)
C 3.59265 0.28085 0.09068
C 0.44301 2.61811 -0.42450
C -1.39844 -2.52906 -0.82683
N 4.14973 0.72675 1.04019
O 1.16332 0.45444 1.05842
O -0.95686 -0.03536 -0.06521
O 3.24126 -0.00894 -0.97957
O 0.60691 1.44160 -1.19944
S 0.77208 0.07352 -0.30261
S -1.63592 -0.76015 -1.35099
H 0.59589 2.26400 0.61642
H -0.65988 2.89957 -0.66442
H 1.41408 3.22080 -0.67242
H -1.59628 -2.53667 0.34531
H -0.26203 -2.80047 -1.06556
H -2.06802 -3.12991 -1.41165
H 4.16692 0.50609 2.01614
```